Formula: C5H9NO
Source: the OMol25 dataset
Level of theory: ωB97M-V with the def2-TZVPD basis set

Output
Multiplicity = 1
HOMO energy = -0.33270 Ha
SMILES = C/C(O)=C(/C)C#N.[H][H]
Charge = 0
DFT total energy = -325.8609 hartree

Each line ends with the natural charge from an NBO analysis.
Atoms and positions in Å:
C (0.665, 1.703, 0.381)  -0.690
C (-0.248, 0.516, 0.381)  0.410
O (-0.942, 0.300, 1.526)  -0.666
C (-0.422, -0.334, -0.646)  -0.251
C (-1.350, -1.520, -0.601)  -0.617
C (0.288, -0.088, -1.867)  0.275
N (0.853, 0.104, -2.862)  -0.341
H (1.316, 1.706, -0.494)  0.257
H (1.296, 1.686, 1.277)  0.223
H (0.091, 2.637, 0.386)  0.233
H (2.197, -1.093, 1.349)  -0.004
H (-0.707, 0.972, 2.177)  0.487
H (1.731, -1.115, 0.767)  0.000
H (-0.834, -2.439, -0.895)  0.224
H (-2.191, -1.381, -1.287)  0.224
H (-1.744, -1.652, 0.407)  0.236